(1)
Entry from the Open Molecules 2025 dataset: a molecular structure, C12H29BaN4O6P at a distorted geometry (the ωB97M-V functional and the def2-TZVPD basis).

```
53
Properties=species:S:1:pos:R:3:forces:R:3
O 0.244201 -1.132358 -2.913013 2.6 -1.0 -1.0
H -0.823346 -0.608878 -2.917021 -1.7 0.5 0.3
Ba 1.163225 0.119859 -0.771715 -0.8 1.2 0.1
N 2.265999 -2.319342 -0.297042 1.9 1.3 -1.7
N -0.165257 -2.257149 0.329956 -3.3 1.5 1.0
N 0.934203 2.943244 -0.206800 -1.6 1.5 0.8
N -0.737564 1.352934 0.946680 -0.6 2.5 1.1
O 3.158898 -1.876440 -1.108062 -1.8 -1.7 1.6
O 1.564987 3.719574 -1.034078 0.6 -0.2 0.0
O -1.689736 0.562481 1.585815 -0.2 -1.4 -0.4
O -1.410601 -2.064105 0.602327 3.5 -1.4 -1.0
C 0.202220 -3.434092 -0.274333 1.4 -0.6 -0.7
C 1.542462 -3.407611 -0.739548 -1.6 0.0 0.4
C 0.122443 3.543579 0.690671 1.8 -1.0 -1.4
C -0.838392 2.652002 1.294174 0.5 -2.9 -0.7
C 2.095991 -4.296258 -1.778654 0.4 -0.6 -0.1
H 1.919387 -3.885002 -2.782063 -0.1 0.2 0.2
H 1.656030 -5.293775 -1.752145 0.0 0.1 0.0
H 3.176089 -4.397012 -1.650044 -0.1 0.1 -0.1
C -0.745398 -4.542683 -0.548983 -0.1 -0.2 -0.2
H -1.515430 -4.215655 -1.258873 0.1 0.0 0.2
H -1.236976 -4.882253 0.370859 0.0 0.2 -0.2
H -0.218828 -5.393764 -0.989102 -0.2 0.2 0.1
C 0.164336 5.011788 0.969950 -0.2 0.3 -0.1
C -1.891729 3.227834 2.186840 -0.3 -0.2 0.4
H 0.790459 5.512146 0.219029 -0.2 -0.2 0.3
H 0.567836 5.228365 1.973617 0.0 -0.1 -0.3
H -0.844421 5.448230 0.954615 0.3 0.0 -0.1
H -2.584595 2.457456 2.527965 0.1 0.1 -0.1
H -2.466328 4.006342 1.661680 0.2 -0.3 0.1
H -1.452974 3.711092 3.077349 0.0 -0.2 -0.4
H 1.684742 2.663077 -2.252851 0.0 0.0 0.3
H -1.581677 -0.366133 1.199756 -0.1 1.6 0.7
C -1.980747 -0.049473 -2.706590 0.2 0.2 0.1
H -2.423838 0.069029 -3.703596 -0.2 0.2 0.4
H -1.709092 0.910449 -2.230759 -0.5 -0.2 -0.2
H -2.557893 -0.698546 -2.033146 0.0 0.2 -0.2
O 1.647470 1.748262 -2.699027 0.3 0.5 -0.8
H 0.549676 -1.066990 -3.850455 -0.2 -0.1 1.1
H 1.705467 1.883750 -3.659401 -0.1 -0.1 0.6
C 1.334991 -0.870517 5.005319 -0.3 -0.2 0.1
P 1.360403 -0.525685 3.206972 0.4 0.3 -0.3
C 2.021114 1.199880 3.284574 -0.3 0.2 0.0
C 2.948594 -1.377752 2.808925 0.0 -0.3 0.1
H 0.557256 -0.260521 5.478408 0.1 -0.1 0.0
H 2.306022 -0.657584 5.466219 -0.1 0.0 0.0
H 1.076212 -1.924094 5.159028 0.1 0.2 0.1
H 2.712055 1.311311 4.135791 -0.1 0.0 -0.3
H 2.530428 1.473379 2.345598 -0.2 -0.1 0.3
H 1.170075 1.888571 3.405281 0.3 -0.1 0.0
H 3.685087 -1.204151 3.611393 -0.1 -0.1 -0.4
H 2.735090 -2.454660 2.724496 0.2 0.3 0.1
H 3.348773 -1.048951 1.835814 -0.1 -0.1 0.4
```
Positions in Å, forces in eV/Å.

Energy above the lowest of the compared OMol25 structures with the same formula, charge and spin (kJ/mol): 92.6
Kohn-Sham gap (spin up / spin down) (eV): 3.35 / 3.35

***

(2)
Entry from the Open Molecules 2025 dataset: a molecular structure, C22H26Cl2GaIN3OSSi at a distorted geometry (the ωB97M-V functional and the def2-TZVPD basis).

```
58
Properties=species:S:1:pos:R:3:forces:R:3
Ga 0.277855 1.247070 0.018502 -0.3 -0.4 -1.1
Cl 0.484415 2.057300 2.389599 0.1 -0.5 0.6
C 0.332659 3.816624 2.461767 -0.2 0.8 -0.3
Cl -1.319509 4.274710 2.025357 0.2 0.2 0.2
H 1.025257 4.261490 1.740825 -0.2 -0.2 0.1
H 0.551335 4.137195 3.481396 -0.1 -0.2 -0.2
C -0.762259 -1.406763 -3.577562 -0.1 -0.2 0.8
Si -1.140780 -1.032185 -1.744388 0.0 -0.5 -0.3
C -1.717041 -2.567268 -0.755389 0.2 0.5 -0.6
C -2.488035 1.580974 -1.059055 0.0 0.5 -0.6
N 0.272510 -0.402367 -0.899619 -0.6 0.8 0.3
C 1.439747 -1.152339 -0.806967 0.3 0.2 0.2
C 1.638847 -2.383506 -1.421252 0.1 0.1 0.1
C 2.812042 -3.090167 -1.242318 0.1 -0.1 0.0
C 3.835582 -2.571573 -0.473640 0.0 -0.1 0.0
C 3.680908 -1.336476 0.129881 0.0 0.2 0.1
C 2.493273 -0.654570 -0.031099 0.1 -0.5 -0.3
O 2.239074 0.588129 0.585833 -0.1 -0.2 -0.1
C 3.308855 1.105023 1.336949 0.5 0.5 0.3
C 3.538124 0.614860 2.615203 -0.3 0.0 -0.3
C 4.640564 1.060108 3.321237 0.0 -0.1 0.0
C 5.503970 1.984094 2.752513 0.0 0.1 0.0
C 5.256663 2.481045 1.483235 0.0 0.0 0.1
C 4.153605 2.043887 0.765208 -0.3 -0.2 -0.2
H -1.636958 -1.210385 -4.190792 -0.2 0.1 -0.1
H -0.501557 -2.448001 -3.730602 0.1 -0.2 -0.1
H 0.057867 -0.802580 -3.958875 0.1 0.1 0.1
H -2.750325 -2.802302 -0.986320 -0.2 -0.1 0.0
H -1.623108 -2.445437 0.321530 0.0 0.2 0.0
H -1.122715 -3.435966 -1.022087 0.1 -0.1 -0.1
H -3.508295 1.968889 -0.954813 0.2 0.0 0.1
H -1.885899 2.363915 -1.531783 -0.1 -0.1 0.1
H -2.032334 2.212023 0.802642 0.1 -0.2 -0.1
H 0.869923 -2.790734 -2.047285 -0.2 -0.2 -0.1
H 2.922644 -4.057673 -1.703796 0.0 -0.1 -0.1
H 4.750567 -3.119040 -0.330220 0.2 -0.1 0.0
H 4.484850 -0.915549 0.713657 0.0 0.0 0.0
H 2.872974 -0.133163 3.021745 0.0 -0.1 0.1
H 4.843429 0.654206 4.299713 0.0 0.0 0.1
H 6.373428 2.312114 3.301589 0.1 0.0 0.0
H 5.938262 3.190682 1.039401 0.0 0.1 0.0
H 3.974232 2.408424 -0.236289 -0.1 -0.1 -0.1
I 0.902059 3.323586 -1.254580 -0.1 0.0 0.3
N -6.081315 -2.059259 0.426803 0.3 0.0 0.1
C -5.714539 -1.172135 -0.515570 -0.9 0.1 -0.3
S -6.819778 -0.604805 -1.596630 -0.3 -0.1 -0.1
C -4.346075 -0.631756 -0.559401 0.3 0.1 -0.5
C -3.627831 -0.459271 0.692000 0.3 0.1 0.1
C -2.595326 0.321638 1.028847 0.0 -0.2 0.5
N -1.922143 1.339065 0.273379 0.6 0.5 0.2
C -2.527079 0.332809 -1.939014 0.4 -0.1 0.4
C -3.832494 -0.329623 -1.767982 -0.1 -0.3 0.4
H -7.029873 -2.397653 0.384931 0.0 0.0 0.0
H -5.428193 -2.566143 0.999466 0.1 0.0 0.0
H -3.982674 -1.090884 1.499134 0.1 0.1 0.1
H -2.213625 0.263360 2.045152 -0.1 0.0 -0.1
H -2.448693 0.674811 -2.971622 0.1 -0.1 0.0
H -4.417067 -0.548458 -2.648543 -0.1 -0.1 0.0
```
Positions in Å, forces in eV/Å.

Energy above the lowest of the compared OMol25 structures with the same formula, charge and spin (kJ/mol): 146.9
Charge: +1
Kohn-Sham gap (eV): 7.25

***

(3)
Entry from the Open Molecules 2025 dataset: a single C4H5NO2S molecule at a distorted geometry (the ωB97M-V functional and the def2-TZVPD basis).

```
13
Properties=species:S:1:pos:R:3:forces:R:3
C 1.696585 0.397269 -0.595416 -1.3 2.5 -0.6
C 0.591758 -0.672063 -0.512843 2.1 0.7 0.4
C -1.155784 0.998850 0.092481 0.4 1.1 0.4
C -1.249388 -1.209568 1.036818 -3.3 0.2 -0.5
H 1.278719 1.359362 0.112744 2.1 -2.9 -1.9
H 2.766066 0.054728 -0.460897 -1.5 0.1 0.0
H 1.561325 0.845722 -1.671177 0.6 -0.7 1.9
H -2.020312 1.106268 0.731532 -0.2 -0.4 0.0
H -0.504468 -2.093812 1.290097 -1.9 1.6 -0.2
N -0.543755 -0.204204 0.191786 -2.2 -2.2 1.5
O 0.663892 -1.823463 -0.848838 -0.2 0.3 0.2
O -2.490500 -1.068001 1.296357 6.1 -0.9 -0.7
S -0.594139 2.308913 -0.662644 -0.7 0.7 -0.6
```
Positions in Å, forces in eV/Å.

Energy above the lowest of the compared OMol25 structures with the same formula, charge and spin (kJ/mol): 254.3
SMILES: CC(=O)N(C=O)C=S
Kohn-Sham gap (eV): 8.42

***

(4)
Entry from the Open Molecules 2025 dataset: 40 unconnected molecules or ions with the total composition H80O40 at a distorted geometry (the ωB97M-V functional and the def2-TZVPD basis).

```
120
Properties=species:S:1:pos:R:3:forces:R:3
H 1.491286 -2.067143 -0.013761 -0.5 0.5 0.0
H 1.668186 -2.865538 -1.328454 -0.1 0.7 0.2
O 1.911573 -2.832703 -0.388841 0.9 -0.8 -0.4
H 1.229118 -4.928061 1.405688 -0.3 0.4 -0.7
H 0.992620 -4.253375 -0.021454 -0.3 -1.0 1.8
O 0.639572 -4.953087 0.627715 1.4 1.5 -0.1
H 4.065027 3.548217 -2.920490 0.3 0.3 0.5
H 3.850779 2.167783 -3.209208 -0.6 -1.0 -0.6
O 4.239278 2.687204 -2.518109 0.2 0.7 0.2
H 3.232988 0.716674 -5.685502 0.0 0.8 0.0
H 4.350939 1.015395 -4.774017 0.4 0.2 0.1
O 3.736841 1.482118 -5.349214 -0.2 -1.0 0.0
H 3.274370 2.934133 4.578286 0.1 -1.2 -0.6
H 4.195270 2.618763 3.233180 -0.6 -1.0 0.2
O 3.840217 3.233896 3.857382 0.5 2.5 0.1
H -0.086152 1.439067 -2.524441 -0.5 0.1 -1.1
O -0.660421 1.642083 -3.300120 -1.4 -3.2 0.6
H -1.918201 -0.883056 -4.713662 -0.1 0.2 0.3
O -1.126976 -1.083820 -4.194301 -0.1 -0.7 -0.5
H -0.361965 -1.557696 2.145791 -0.4 0.2 -0.4
H -0.719560 -2.970385 2.654116 -0.6 -0.5 -0.5
O -0.054509 -2.290950 2.674822 0.9 0.3 0.6
H -0.558376 4.550928 -0.623566 0.7 -0.7 -0.6
H 0.607190 4.368599 0.522022 0.7 0.1 -0.8
O -0.275829 4.670027 0.268025 -0.9 0.4 1.8
H 2.208147 -1.004517 -5.903752 -0.3 -0.2 -0.1
H 0.816430 -1.562896 -5.532542 0.0 0.2 0.1
O 1.763658 -1.740646 -5.473907 0.1 -0.1 0.0
H -1.800488 -5.891657 2.967404 -1.0 -1.2 -0.3
H -2.961139 -5.242236 1.843382 -0.4 -1.2 0.1
O -2.193302 -5.232703 2.414463 1.4 2.5 0.1
H -2.639703 4.706280 -0.298383 -0.1 0.4 -0.3
O -2.926265 3.837195 -0.044274 -0.4 -0.7 0.5
H 0.913025 2.224313 0.915409 -0.2 -0.4 -0.5
H 2.374329 1.617831 0.942120 -1.0 0.4 0.3
O 1.708120 2.145345 1.438574 0.8 -0.5 0.3
H 0.703219 -5.003384 -2.961336 -0.3 -0.8 0.1
H 2.016014 -5.044571 -3.570394 0.4 -0.5 -0.3
O 1.275114 -5.646262 -3.412293 0.0 1.2 0.3
H -1.276565 2.062952 6.015327 1.4 0.6 1.2
H -0.430264 1.317071 5.296727 1.1 -0.6 -0.6
O -0.308760 1.806875 6.115222 -3.4 -0.2 -0.2
H 2.393396 1.760129 -1.502095 -0.1 -0.7 -0.1
H 2.842309 0.238015 -1.310337 -1.1 1.0 0.0
O 2.079554 0.872074 -1.220059 1.3 -0.5 0.0
H 0.216989 0.583769 -0.827883 0.9 0.3 -0.1
H -1.346546 0.715447 -0.893967 0.3 -0.1 0.0
O -0.605598 0.186733 -0.559853 -0.7 -0.5 0.3
H -2.718743 3.130611 4.161885 -0.7 0.7 0.3
H -3.812989 1.877700 4.276687 -0.2 1.0 0.1
O -2.932338 2.210805 4.087538 0.6 -1.7 -0.3
H -3.982727 -4.787823 -0.662852 0.5 0.5 0.5
O -3.571881 -4.322514 0.094839 -0.5 -0.4 0.8
H 5.908678 -2.772133 1.943206 0.1 0.1 -0.1
H 5.813537 -1.306525 1.378839 -0.3 -1.0 0.5
O 5.363286 -1.979640 1.938835 0.2 1.0 -0.5
H 0.508261 2.644295 3.458068 -0.6 -0.2 0.3
O -0.471831 2.684417 3.546105 1.3 0.1 -0.2
H 2.013334 4.665593 1.986778 0.7 -0.1 -0.7
H 2.818049 3.902198 0.947759 0.2 -0.6 0.2
O 2.311392 4.701249 1.052025 -0.7 1.1 0.6
H 2.041946 0.816725 5.216999 0.2 -0.4 0.1
H 1.200503 2.003053 5.791431 2.0 -0.3 -1.4
O 2.022006 1.769957 5.194043 -1.6 0.9 1.3
H -0.847356 -6.045986 0.384895 0.3 -0.2 0.0
H 0.322632 -6.871867 -0.127844 -0.7 0.3 -0.1
O -0.641197 -6.779712 -0.205650 -0.5 -1.2 -0.5
H 4.969966 -1.263873 -3.995827 0.2 0.2 -0.6
H 5.582604 -1.740413 -2.690852 0.0 0.0 0.0
O 4.784530 -1.785613 -3.225792 -0.2 -0.2 0.7
H -2.911084 1.453419 -4.149683 -0.3 0.8 0.6
H -3.879052 0.373125 -3.347242 -0.3 0.5 1.0
O -3.336602 0.609019 -4.083301 0.4 -1.3 -2.7
H 0.459937 3.213045 -3.122760 0.1 -1.2 0.1
H 1.654352 3.961887 -2.965230 0.2 -2.3 0.6
O 1.355603 3.002779 -2.762451 0.0 4.2 -1.0
H 4.015957 -0.036240 2.002285 0.2 1.2 -0.2
H 5.016729 1.009024 2.504941 -0.8 -0.1 -0.8
O 4.260651 0.919352 1.871685 0.9 -1.4 0.9
H -0.066257 -1.451641 -2.711139 0.3 0.6 -0.3
H 0.161637 -2.897803 -3.233419 0.0 0.0 -0.8
O 0.297498 -2.305968 -2.504297 1.0 -0.9 1.3
H -2.048365 0.358985 3.571870 0.4 -0.9 0.1
H -1.909504 -1.316962 3.698289 0.5 0.6 0.1
O -2.440622 -0.533034 3.539654 -1.1 0.5 -0.3
H -1.989487 -1.530477 -1.743058 -0.8 -1.0 0.1
H -1.971822 -3.067565 -1.529823 0.1 0.1 0.0
O -2.457018 -2.371676 -1.981186 0.6 1.5 -0.1
H -2.115429 4.579112 -3.317309 -0.5 -0.1 -0.8
O -1.314358 4.086046 -3.138818 -1.0 0.2 -0.1
H -3.649437 -4.023517 -2.851093 -0.1 0.5 -0.1
H -3.243761 -5.487925 -2.933321 0.1 -0.6 -0.4
O -3.295794 -4.748583 -2.337894 0.0 -0.5 -0.4
H -2.630235 -4.396853 -0.085727 0.0 0.0 0.0
H -1.219717 0.776260 -3.405334 1.8 1.9 0.1
H -0.716314 3.190336 2.772306 -0.3 0.1 -0.4
H -1.376160 -1.852503 -3.637103 -0.7 0.5 -0.5
H -2.882151 3.847957 0.927753 0.0 -0.1 -0.4
H -1.038638 4.590290 -2.381733 0.9 0.4 0.3
O 0.359326 5.893557 -2.119175 -0.8 -0.4 -1.4
H 0.071969 6.695412 -1.698837 0.5 0.5 0.7
H 1.146950 5.517012 -1.749713 0.5 0.4 1.0
O -4.657953 -1.797401 1.790867 1.0 -2.6 1.3
H -4.058022 -1.938691 2.599104 -1.1 0.9 -1.7
H -4.799594 -2.765222 1.531297 0.2 1.9 0.1
O -3.130509 0.769231 -1.609549 0.1 -0.6 -0.5
H -2.855059 1.529944 -2.172322 -0.3 -0.1 1.8
H -3.322594 0.853114 -0.668781 0.1 1.1 -0.2
O -1.896865 -2.888314 5.181418 2.4 -2.3 -1.9
H -1.241618 -3.543207 4.705848 -2.4 1.1 1.4
H -1.251345 -2.185271 5.159796 0.1 1.0 0.7
O 2.191703 -2.223715 5.457863 -0.1 -0.2 0.5
H 2.314165 -1.571532 4.763709 0.1 -0.5 -0.3
H 2.472889 -3.101568 5.157011 -0.1 0.7 -0.3
O -2.058922 6.341441 1.620074 1.1 0.3 0.1
H -2.037121 5.738220 0.878917 -0.2 -0.2 0.0
H -1.085561 6.461545 1.676370 -0.8 0.1 0.3
O -5.584111 -1.141784 -1.089245 1.5 1.7 1.3
H -5.376556 -0.176562 -1.181138 -0.7 -1.1 -0.5
H -4.998325 -1.260833 -0.290927 -0.9 -0.7 -0.7
```
Positions in Å, forces in eV/Å.

Energy above the lowest of the compared OMol25 structures with the same formula, charge and spin (kJ/mol): 955.9
Kohn-Sham gap (eV): 9.50

***

(5)
Entry from the Open Molecules 2025 dataset: a molecular structure, C13H27MoNSi2 at a distorted geometry (the ωB97M-V functional and the def2-TZVPD basis).

```
44
Properties=species:S:1:pos:R:3:forces:R:3
Mo 0.406160 1.161096 1.145682 1.0 2.7 -1.5
C 0.911648 4.241106 -0.450825 -1.1 1.5 0.8
H 0.390442 3.129251 -0.240552 1.0 3.2 -1.1
H 0.316277 5.186576 -0.196545 -0.3 -1.9 0.7
H 1.096185 4.692653 -1.449775 0.1 -2.0 -0.2
H 1.807960 4.411574 0.147292 0.1 -0.7 0.0
H 1.922245 1.081056 1.748827 0.3 0.5 -1.4
C 1.129533 -0.010234 3.145174 0.4 0.7 0.9
Si 0.154990 -1.094449 1.968677 -1.7 -4.7 -1.0
C 1.110145 -2.644343 1.606322 0.2 0.3 0.5
C -1.511522 -1.417028 2.763285 0.5 0.5 0.0
C -0.161399 -0.535230 0.116665 2.6 2.5 1.8
C 0.987749 -0.312804 -0.834098 -0.2 -1.7 -0.4
C 1.419924 -1.255772 -1.775239 0.2 1.2 -0.6
C 2.289076 -0.793440 -2.787262 -0.3 -0.8 1.0
C 2.781794 0.510165 -2.725126 -0.2 0.5 0.4
C 2.365868 1.360647 -1.692274 0.0 -0.2 0.2
N 1.464992 0.945200 -0.739813 0.1 -0.6 -0.6
Si -1.795948 -0.370596 -0.700104 -2.3 -0.8 -0.8
C -2.171867 -2.190452 -0.889084 -0.1 0.2 -0.1
C -3.148693 0.483338 0.295577 0.3 0.1 0.6
C -1.699354 0.481569 -2.354863 0.5 0.2 -0.1
H 0.802626 -0.408000 4.135085 -0.4 0.1 -0.7
H 0.892573 1.086062 3.221459 0.4 -0.2 0.8
H 2.210293 -0.199972 3.099434 -0.4 0.3 0.0
H 1.352733 -3.131504 2.548171 0.2 -0.3 0.0
H 0.492680 -3.304320 0.999493 -0.1 -0.1 0.0
H 2.026361 -2.423542 1.058551 0.1 -0.1 0.1
H -2.067932 -0.486157 2.940843 0.0 -0.4 0.2
H -2.116057 -2.097800 2.155470 0.1 0.2 0.2
H -1.270488 -1.881888 3.726766 -0.3 0.0 -0.1
H 0.974385 -2.246682 -1.782420 0.2 0.2 0.0
H 2.598233 -1.489960 -3.568633 -0.1 0.3 0.1
H 3.493060 0.858289 -3.485139 -0.4 0.0 0.5
H 2.723815 2.388258 -1.648405 -0.1 -0.3 0.2
H -2.230013 -2.692834 0.081831 -0.1 0.0 -0.2
H -3.125117 -2.290004 -1.414498 0.1 -0.2 0.0
H -1.378433 -2.667954 -1.474705 -0.2 -0.1 0.0
H -2.986089 1.574530 0.387654 -0.2 -0.3 -0.1
H -4.097440 0.323933 -0.256487 0.5 0.2 0.2
H -3.274578 0.066609 1.311983 -0.1 0.2 -0.6
H -1.795831 1.572246 -2.272850 0.0 -0.2 0.0
H -0.762566 0.269721 -2.885739 -0.2 0.0 0.0
H -2.528422 0.121084 -2.979802 0.2 0.1 0.2
```
Positions in Å, forces in eV/Å.

2S+1: 3
Charge: +2
Kohn-Sham gap (spin up / spin down) (eV): 6.16 / 7.16